(1)
100
Properties=species:S:1:pos:R:3 method="wB97M-V/def2-TZVPD" spin_multiplicity=3 e_lumo_ev="-4.81 / -4.81" total_charge=+1 e_homo_ev="-10.88 / -11.36" total_energy_ev=-85069.323 orbital_gap_ha="0.2228 / 0.2405"
C 4.1424 -1.8174 -2.5703
C 2.6028 -2.3016 -2.8384
Cl 2.6558 -3.2523 -4.4146
C 1.6401 -0.9993 -2.9833
Cl 2.3139 -0.1058 -4.4686
C 1.6506 -0.0611 -1.6664
N 2.2510 -0.4330 -0.4184
N 2.3488 0.2239 0.7333
C 1.8204 1.5196 0.7879
C 1.0735 2.2258 -0.4272
C 0.5456 3.6981 -0.1820
C 1.4757 4.5758 0.8355
C 2.9847 4.6155 0.2480
C 4.1716 3.8236 0.8912
C 5.6201 3.8020 0.3322
C 5.9627 4.6000 -0.9567
C 4.8084 5.4114 -1.6146
C 3.3444 5.4377 -1.0482
C 0.9640 1.3683 -1.7167
P 0.0512 2.0953 -3.1910
N -0.8336 1.0240 -4.0138
O 1.2492 2.8411 -4.1829
O -1.0827 3.3263 -2.7657
H 4.2042 -0.6689 -2.4540
H 4.5809 -2.2968 -1.6130
H 4.8399 -2.0987 -3.4256
H 2.3076 -2.9313 -1.9296
H 0.5906 -1.4391 -3.1931
H 2.6666 -1.3896 -0.3935
H 1.9060 2.0957 1.7811
H -0.5499 3.7144 0.1609
H 0.5704 4.2948 -1.1735
H 1.0195 5.6217 0.8336
H 1.4484 4.1601 1.8975
H 3.9852 3.1814 1.8320
H 6.4155 3.1579 0.8630
H 7.0250 4.5621 -1.3708
H 5.0921 6.0138 -2.5541
H 2.4965 6.0282 -1.5253
H -0.7489 0.1175 -3.5306
H 1.1225 3.8095 -3.9789
H -1.8796 2.8290 -2.4642
C 2.1356 -7.4732 2.0268
C 2.1354 -6.3449 0.9694
C 0.8264 -5.5337 1.0721
C -0.3786 -6.2777 0.5136
C -0.1137 -6.7138 -0.9234
C 1.1820 -7.5380 -1.0818
N 2.3612 -6.9123 -0.3962
O 2.7983 -5.8957 -1.1885
C 0.9512 -8.9708 -0.5405
C 1.4301 -7.7650 -2.5985
C 3.3042 -5.4340 1.4408
H 1.9990 -7.0587 3.0309
H 1.3371 -8.1999 1.9056
H 3.0858 -8.0153 2.0244
H 0.9322 -4.5846 0.5306
H 0.6299 -5.2643 2.1157
H -0.6214 -7.1392 1.1423
H -1.2552 -5.6229 0.5394
H -0.9716 -7.2912 -1.2847
H -0.0642 -5.8169 -1.5533
H 1.8947 -9.5038 -0.4089
H 0.3452 -9.5618 -1.2358
H 0.4011 -8.9989 0.4025
H 1.4954 -6.8284 -3.1590
H 0.6071 -8.3289 -3.0459
H 2.3494 -8.3342 -2.7661
H 4.2645 -5.9521 1.3617
H 3.1732 -5.1466 2.4885
H 3.3696 -4.5026 0.8716
C -5.4015 4.6002 -0.1065
C -4.6764 3.5434 0.7592
C -5.7146 2.6817 1.5082
C -6.3704 3.4181 2.6682
C -5.3097 3.9557 3.6236
C -4.2486 4.8334 2.9255
N -3.6991 4.2058 1.6779
O -2.7984 3.2576 2.0615
C -4.8592 6.2190 2.5990
C -3.1383 5.1674 3.9595
C -3.9841 2.6462 -0.3032
H -6.0966 4.1169 -0.8004
H -6.0045 5.3044 0.4595
H -4.6889 5.1749 -0.7062
H -5.2356 1.7747 1.8971
H -6.4908 2.3384 0.8158
H -7.0052 4.2281 2.2973
H -7.0316 2.7330 3.2071
H -5.8023 4.5250 4.4193
H -4.8241 3.1042 4.1154
H -4.2336 6.7753 1.8981
H -4.9494 6.8325 3.5020
H -5.8723 6.1664 2.1950
H -2.6798 4.2723 4.3883
H -3.5495 5.7301 4.8018
H -2.3504 5.7784 3.5079
H -3.2140 3.2041 -0.8469
H -4.7078 2.2854 -1.0403
H -3.5203 1.7569 0.1319

(2)
116
Properties=species:S:1:pos:R:3 method="wB97M-V/def2-TZVPD" spin_multiplicity=1 e_lumo_ev=2.00 total_charge=-1 e_homo_ev=-7.57 total_energy_ev=-148861.052 orbital_gap_ha=0.3519
Cl -2.9990 22.0657 19.6796
O -3.1085 20.6330 19.6174
O -2.9638 22.4559 21.0819
O -1.7909 22.4796 18.9953
O -4.1214 22.7537 19.0605
O -6.6106 25.9759 22.1946
S -7.3650 24.7662 22.2270
O -8.1523 24.3901 23.3442
O -8.3614 24.7766 20.9873
C -7.8370 25.2394 19.7212
C -7.4066 24.0691 18.8382
C -6.3419 23.4015 21.7842
H -7.1020 26.0269 19.8646
H -8.7068 25.6978 19.2486
H -7.6735 24.2523 17.7980
H -7.8176 23.1216 19.1790
H -6.3148 23.9718 18.8407
H -7.0524 22.6195 21.5250
H -5.7518 23.1336 22.6561
H -5.6865 23.6462 20.9508
O -8.1440 18.9325 16.4697
S -6.7270 19.0406 16.5440
O -5.9182 17.8787 16.4686
O -6.2296 20.0063 15.3833
C -7.0632 21.1469 15.0820
C -6.1496 22.2529 14.6352
C -6.2369 19.9911 17.9493
H -7.6524 21.4696 15.9422
H -7.7632 20.8642 14.2965
H -5.5487 22.7013 15.4236
H -6.7537 23.0351 14.1669
H -5.4298 21.9111 13.8891
H -5.2032 20.2959 17.8124
H -6.2792 19.3075 18.7992
H -6.9275 20.8140 18.1097
O -5.0960 17.5508 20.9142
S -5.5015 18.1049 22.1630
O -6.7805 17.7792 22.6873
O -4.4486 17.6935 23.2604
C -3.0720 17.6324 22.8263
C -2.2025 17.3555 24.0237
C -5.3568 19.8590 22.0781
H -2.8023 18.5560 22.3062
H -2.9390 16.8534 22.0736
H -1.1923 17.7082 23.8324
H -2.1715 16.2959 24.2768
H -2.5833 17.8844 24.8998
H -4.3458 20.2143 22.2577
H -5.9978 20.2523 22.8660
H -5.6809 20.1690 21.0888
O -1.7440 24.4645 25.7152
S -2.2720 25.4936 24.8879
O -3.0934 26.5390 25.4136
O -1.0490 26.1434 24.1526
C -1.2978 27.4437 23.5397
C -0.0989 27.8062 22.7254
C -3.1243 24.7488 23.5339
H -1.5480 28.1204 24.3551
H -2.1939 27.3906 22.9217
H -0.0417 28.8570 22.4512
H -0.0629 27.1533 21.8527
H 0.8270 27.6131 23.2763
H -2.4341 24.1889 22.9047
H -3.4879 25.5778 22.9206
H -3.9800 24.1324 23.7848
O 1.6756 26.4768 19.1088
S 2.0681 25.2652 18.4652
O 3.1480 25.2483 17.5399
O 2.4184 24.2117 19.5943
C 1.5048 24.1462 20.7153
C 1.6532 22.8216 21.3981
C 0.7119 24.4646 17.6609
H 0.4678 24.2605 20.3850
H 1.6908 24.9843 21.3879
H 1.1134 22.8245 22.3470
H 2.6944 22.5654 21.5957
H 1.2054 22.0170 20.8111
H 0.3921 25.1303 16.8610
H -0.1103 24.3019 18.3547
H 1.0810 23.5283 17.2550
F -2.9036 29.3950 21.3967
C -2.7926 28.2803 20.6432
C -1.7229 28.1600 19.7825
C -1.5521 27.0114 19.0180
C -2.4742 25.9843 19.1270
C -3.5887 26.1421 19.9344
C -3.7949 27.3215 20.6383
H -0.9645 28.9352 19.7834
H -0.6902 26.9534 18.3702
H -2.2891 25.0548 18.6032
H -4.2930 25.3209 19.9938
H -4.7066 27.4904 21.2016
F -3.4876 27.5349 14.0551
C -3.1551 26.3893 14.6895
C -1.9924 25.7341 14.3385
C -1.6768 24.5740 15.0307
C -2.5631 23.9903 15.9227
C -3.7631 24.6331 16.1798
C -4.0704 25.8356 15.5597
H -1.3583 26.1661 13.5758
H -0.8181 23.9849 14.7252
H -2.3213 23.0392 16.3777
H -4.4823 24.1981 16.8632
H -5.0057 26.3426 15.7574
F -2.5391 20.8361 27.7341
C -1.9761 20.9082 26.5116
C -2.7417 21.3052 25.4341
C -2.1315 21.3843 24.1907
C -0.8171 21.0072 24.0040
C -0.0782 20.5797 25.1003
C -0.6459 20.5716 26.3667
H -3.7811 21.5536 25.6061
H -2.7321 21.7331 23.3588
H -0.3513 20.9536 23.0278
H 0.9190 20.1700 25.0007
H -0.1017 20.1578 27.2067

(3)
97
Properties=species:S:1:pos:R:3 method="wB97M-V/def2-TZVPD" spin_multiplicity=1 e_lumo_ev=0.51 e_homo_ev=-7.58 smiles="CC(=O)OCCCCCCCCN1c2cccc(P(C)C)c2Sc2cccc(C[C@H](C)Cl)c21.C[Si](C)(C)O[Si](C)(C)C" total_energy_ev=-91149.097 orbital_gap_ha=0.2973
C 10.9247 2.7693 -0.8590
C 10.1122 1.4449 -1.0778
O 10.3190 0.8076 -2.0849
O 9.2206 1.0514 -0.1028
C 8.0578 0.3849 -0.6682
C 7.0600 -0.0500 0.4874
C 5.5433 0.2138 0.0995
C 4.5329 -0.7933 0.8011
C 3.3819 -1.2904 -0.1554
C 2.2219 -2.0613 0.5821
C 1.2311 -1.1478 1.3987
C -0.0068 -0.6033 0.5941
N 0.3122 0.4056 -0.4571
C 0.5343 1.7353 0.0881
C 1.8966 2.0127 0.5908
C 2.2824 3.2828 1.2101
C 1.2529 4.3101 1.3329
C -0.1233 4.1097 0.8371
P -1.2918 5.5324 1.0848
C -3.0233 4.9848 1.5372
C -1.2706 6.7389 -0.3463
C -0.4525 2.8077 0.2263
S -2.1301 2.4777 -0.3850
C -1.8571 1.2190 -1.6542
C -2.8161 1.0640 -2.7627
C -2.6555 0.0352 -3.7765
C -1.4611 -0.8204 -3.6659
C -0.4879 -0.6751 -2.5712
C 0.7226 -1.6642 -2.5424
C 1.0849 -2.2973 -3.9375
C 2.4617 -3.0954 -3.7298
Cl 1.4056 -1.0673 -5.2424
C -0.6777 0.3665 -1.5259
H 11.7305 2.6379 -0.0894
H 10.2390 3.5735 -0.4843
H 11.3897 3.1239 -1.8136
H 7.5550 1.0577 -1.4096
H 8.4321 -0.5426 -1.1790
H 7.3156 0.5444 1.4024
H 7.2424 -1.1356 0.7234
H 5.4156 0.2647 -1.0142
H 5.3077 1.2439 0.4985
H 4.0591 -0.2598 1.6754
H 5.1595 -1.6352 1.2165
H 3.0139 -0.4161 -0.7538
H 3.8656 -2.0311 -0.8620
H 2.7270 -2.7358 1.3387
H 1.7128 -2.7490 -0.1415
H 1.8050 -0.3407 1.9397
H 0.8054 -1.7995 2.2200
H -0.4760 -1.4884 0.0737
H -0.7742 -0.2286 1.3245
H 2.6642 1.2144 0.5080
H 3.2973 3.4918 1.6202
H 1.5135 5.2799 1.8314
H -3.6183 5.8851 1.8671
H -3.0076 4.2828 2.4089
H -3.5904 4.5604 0.6582
H -0.3199 7.3378 -0.2369
H -1.2029 6.2601 -1.3637
H -2.1117 7.4794 -0.3227
H -3.6868 1.7647 -2.8070
H -3.3790 -0.1268 -4.6104
H -1.3568 -1.6164 -4.4452
H 0.4669 -2.5108 -1.8517
H 1.6295 -1.0861 -2.2114
H 0.3261 -3.0729 -4.2355
H 3.3034 -2.5867 -4.2613
H 2.3743 -4.1472 -4.1063
H 2.7149 -3.1293 -2.6395
C -7.1571 -0.1081 1.2323
Si -5.3919 -0.7400 1.3195
C -4.8611 -1.3345 -0.3807
C -4.3012 0.7189 1.7570
O -5.3065 -2.0064 2.4080
Si -6.0348 -3.5042 2.5138
C -5.5255 -4.5046 4.0085
C -5.6084 -4.5087 0.9850
C -7.9033 -3.2848 2.5995
H -7.8150 -0.8575 0.7883
H -7.2123 0.7939 0.6144
H -7.5320 0.1362 2.2290
H -3.8862 -1.8224 -0.3272
H -4.7956 -0.4992 -1.0804
H -5.5806 -2.0536 -0.7798
H -3.2485 0.4322 1.7878
H -4.5764 1.1489 2.7225
H -4.4196 1.4916 0.9942
H -4.4519 -4.7092 4.0061
H -6.0482 -5.4641 3.9984
H -5.7819 -3.9940 4.9394
H -6.0569 -4.0796 0.0902
H -5.9871 -5.5309 1.0840
H -4.5249 -4.5584 0.8482
H -8.2842 -2.8718 1.6641
H -8.1624 -2.5999 3.4112
H -8.3936 -4.2424 2.7739

(4)
114
Properties=species:S:1:pos:R:3 method="wB97M-V/def2-TZVPD" spin_multiplicity=1 e_lumo_ev=-3.35 total_charge=+1 e_homo_ev=-10.48 total_energy_ev=-100430.065 orbital_gap_ha=0.2621
C 1.0473 -5.1878 -4.2627
C 0.9311 -3.7325 -4.5216
C 2.1621 -3.0904 -5.0638
C -0.2167 -3.0527 -4.3227
C -0.4248 -1.6256 -4.7043
C 0.1090 -0.5301 -3.7541
C -0.9851 0.4187 -3.2335
C -0.9861 1.6911 -4.0570
C -0.9832 0.7673 -1.7473
C 0.3247 1.2848 -1.1754
N 0.5280 0.9313 0.2413
C 0.6923 -0.2888 0.7235
N 0.7317 -1.4068 -0.0091
C 0.9421 -2.4049 0.8201
C 1.0487 -3.8060 0.3933
C 0.3405 -4.8916 1.2204
C -0.8698 -5.5072 0.4956
C -2.1931 -4.9282 0.9856
C -0.8697 -7.0009 0.7483
N 1.0792 -1.9590 2.1160
P 1.4034 -3.0113 3.4861
O 2.1827 -1.9247 4.3751
Cl -0.3943 -2.6996 4.4223
N 0.8802 -0.5625 2.0407
C 0.8827 0.3690 3.1568
B -0.3087 0.1426 4.2129
O -1.5727 -0.0995 3.7361
O -0.0292 0.2837 5.5329
H 0.1540 -5.5904 -3.8115
H 1.8750 -5.3962 -3.5952
H 1.2612 -5.7213 -5.1804
H 2.2182 -3.1995 -6.1412
H 3.0396 -3.5795 -4.6655
H 2.2185 -2.0433 -4.8126
H -1.0602 -3.5927 -3.9255
H 0.0569 -1.5027 -5.6632
H -1.4821 -1.4623 -4.8512
H 0.7831 0.0745 -4.3454
H 0.7091 -0.9608 -2.9651
H -1.9307 -0.0747 -3.4208
H -1.7784 2.3660 -3.7661
H -0.0346 2.1968 -3.9909
H -1.1199 1.4364 -5.0996
H -1.7509 1.5151 -1.5988
H -1.2897 -0.1030 -1.1813
H 1.1883 0.9810 -1.7469
H 0.3416 2.3594 -1.1778
H 0.5635 1.6994 0.8800
H 0.6222 -3.7873 -0.5953
H 2.1016 -4.0145 0.2530
H 1.0500 -5.6769 1.4213
H -0.0148 -4.5132 2.1650
H -0.7728 -5.3509 -0.5697
H -2.4893 -4.0724 0.3940
H -2.1231 -4.5935 2.0144
H -2.9738 -5.6645 0.9295
H 0.0602 -7.4563 0.4346
H -1.6781 -7.4858 0.2218
H -0.9794 -7.1966 1.8072
H 2.9453 -1.5691 3.9065
H 1.8152 0.3696 3.6892
H 0.8057 1.3533 2.7178
H -1.8739 -0.9634 4.0188
H 0.4538 -0.4268 5.9550
C 3.3019 4.8416 -0.5309
C 2.9432 6.1112 -1.2804
O 2.5556 5.5807 -2.5632
C 2.1676 4.3127 -2.4203
O 1.6476 3.6481 -3.2587
O 2.4729 3.8397 -1.1866
H 3.0934 4.8822 0.5332
H 4.3445 4.5755 -0.6868
H 2.1040 6.6615 -0.8570
H 3.7858 6.7861 -1.3789
C -0.9748 6.7269 2.3086
C 0.0280 5.9729 3.1670
O 1.2792 6.3327 2.5642
C 1.1096 7.5212 1.9147
O 1.9819 8.1788 1.4664
O -0.1980 7.8343 1.8655
H -1.8441 7.0786 2.8481
H -1.2965 6.1528 1.4355
H 0.0268 6.3126 4.2029
H -0.1017 4.8923 3.1425
C -4.2161 1.2477 1.5571
C -4.2695 1.8765 2.9394
O -4.6465 3.2237 2.6378
C -5.2924 3.2358 1.4418
O -5.8554 4.1704 0.9883
O -5.1640 2.0342 0.8337
H -4.5059 0.2017 1.5375
H -3.2348 1.3565 1.0877
H -5.0375 1.4275 3.5695
H -3.3196 1.8560 3.4634
C 7.3176 4.0615 3.0102
C 8.1585 4.2229 1.7533
O 7.2073 4.7825 0.8366
C 6.2353 5.4000 1.5407
O 5.4128 6.1129 1.0691
O 6.3404 5.0980 2.8518
H 7.8690 4.2080 3.9334
H 6.8034 3.0992 3.0430
H 8.9750 4.9326 1.8849
H 8.5508 3.2901 1.3609
C -7.1616 -5.1627 -1.4950
C -6.1472 -4.0688 -1.1989
O -5.1024 -4.8014 -0.5407
C -5.1848 -6.1009 -0.9208
O -4.3615 -6.9206 -0.6814
O -6.3218 -6.3196 -1.6033
H -7.7124 -5.0154 -2.4183
H -7.8628 -5.3156 -0.6743
H -5.7413 -3.6206 -2.1066
H -6.5234 -3.2876 -0.5456